Density functional theory data (ωB97M-V/def2-TZVPD) for a structure of composition C38H47Br6F27O18.

Each line ends with the Löwdin charge.
CARTESIAN COORDINATES (ANGSTROEM)
C (-1.104, -0.567, 8.208)  -1.59
Br (-2.738, 0.121, 9.080)  0.53
Br (-0.048, -1.716, 9.308)  0.58
Br (0.019, 0.868, 7.404)  0.51
H (-1.491, -1.178, 7.393)  -0.03
C (1.305, -7.772, -2.627)  -1.48
Br (0.777, -6.451, -3.986)  0.53
Br (0.015, -7.885, -1.096)  0.50
Br (3.189, -7.429, -1.965)  0.48
H (1.361, -8.678, -3.230)  -0.04
C (12.536, 1.935, 1.620)  -0.05
C (11.139, 1.272, 1.656)  -0.26
O (10.107, 2.097, 1.273)  0.02
C (9.412, 2.731, 2.275)  -0.29
O (9.369, 2.384, 3.460)  0.14
C (8.570, 3.942, 1.781)  -0.53
F (7.241, 3.716, 1.927)  0.15
F (8.903, 5.035, 2.507)  0.15
F (8.761, 4.217, 0.505)  0.18
H (13.336, 1.199, 1.691)  0.08
H (12.712, 2.751, 2.322)  0.07
H (12.529, 2.460, 0.665)  0.08
H (10.951, 0.751, 2.595)  0.12
H (11.254, 0.456, 0.942)  0.12
C (-8.891, -5.227, 11.093)  -0.04
C (-7.913, -4.102, 10.585)  -0.20
O (-7.846, -3.859, 9.216)  0.05
C (-6.882, -4.335, 8.490)  -0.36
O (-5.753, -4.649, 8.874)  0.13
C (-7.252, -4.395, 6.946)  -0.58
F (-8.567, -4.223, 6.700)  0.15
F (-6.556, -3.464, 6.301)  0.18
F (-6.952, -5.567, 6.500)  0.21
H (-9.904, -5.122, 10.705)  0.07
H (-9.017, -5.232, 12.176)  0.07
H (-8.577, -6.220, 10.771)  0.07
H (-6.897, -4.301, 10.924)  0.12
H (-8.243, -3.169, 11.044)  0.12
C (4.024, -0.848, -7.757)  -0.08
C (5.479, -1.029, -7.908)  -0.23
O (6.104, -0.523, -6.712)  0.02
C (6.602, -1.351, -5.745)  -0.30
O (6.542, -2.588, -5.723)  0.13
C (7.138, -0.554, -4.539)  -0.62
F (6.453, -0.896, -3.484)  0.20
F (8.346, -0.983, -4.264)  0.18
F (7.170, 0.765, -4.710)  0.18
H (3.782, -1.435, -6.871)  0.09
H (3.476, -1.253, -8.608)  0.09
H (3.797, 0.195, -7.536)  0.09
H (5.772, -0.303, -8.667)  0.12
H (5.675, -2.017, -8.325)  0.13
C (-3.257, 6.679, -5.079)  -0.06
C (-4.262, 7.785, -4.968)  -0.26
O (-4.581, 8.290, -6.211)  0.05
C (-5.514, 9.173, -6.363)  -0.34
O (-5.978, 9.835, -5.383)  0.10
C (-6.187, 9.226, -7.743)  -0.49
F (-5.485, 8.478, -8.565)  0.18
F (-7.393, 8.522, -7.645)  0.11
F (-6.454, 10.465, -8.199)  0.17
H (-2.324, 7.059, -5.495)  0.08
H (-3.674, 5.945, -5.768)  0.09
H (-3.111, 6.342, -4.053)  0.09
H (-3.763, 8.531, -4.350)  0.13
H (-5.136, 7.502, -4.381)  0.14
C (5.555, -2.165, 3.839)  -0.04
C (6.503, -3.209, 4.444)  -0.24
O (6.358, -3.184, 5.813)  0.02
C (7.309, -3.589, 6.670)  -0.32
O (8.407, -4.090, 6.376)  0.13
C (7.047, -3.188, 8.120)  -0.56
F (7.001, -4.293, 8.896)  0.15
F (8.030, -2.403, 8.564)  0.18
F (5.903, -2.543, 8.250)  0.18
H (5.359, -1.425, 4.616)  0.08
H (4.613, -2.702, 3.729)  0.07
H (5.889, -1.657, 2.934)  0.08
H (7.536, -2.937, 4.228)  0.13
H (6.265, -4.175, 3.999)  0.13
C (3.274, 7.028, -9.484)  -0.06
C (3.319, 5.563, -9.873)  -0.26
O (4.644, 5.133, -9.934)  -0.01
C (5.291, 4.658, -8.765)  -0.26
O (4.746, 4.427, -7.691)  0.14
C (6.876, 4.562, -8.949)  -0.59
F (7.591, 4.981, -7.913)  0.20
F (7.038, 3.293, -9.246)  0.18
F (7.209, 5.216, -10.039)  0.18
H (3.427, 7.096, -8.407)  0.08
H (2.348, 7.519, -9.783)  0.08
H (3.940, 7.600, -10.130)  0.08
H (2.808, 5.502, -10.833)  0.12
H (2.703, 4.899, -9.266)  0.12
C (-1.199, -2.293, 1.172)  -0.08
C (-0.805, -2.175, -0.261)  -0.21
O (0.045, -1.017, -0.430)  0.04
C (0.260, -0.480, -1.636)  -0.39
O (-0.158, -0.904, -2.675)  0.17
C (1.273, 0.636, -1.580)  -0.64
F (1.936, 0.542, -2.702)  0.20
F (0.605, 1.720, -1.563)  0.23
F (2.076, 0.628, -0.489)  0.16
H (-1.852, -3.141, 1.374)  0.09
H (-1.752, -1.411, 1.493)  0.08
H (-0.302, -2.307, 1.792)  0.08
H (-1.676, -2.206, -0.915)  0.13
H (-0.197, -3.068, -0.407)  0.13
C (-7.647, 2.543, 2.172)  -0.04
C (-7.020, 3.521, 3.209)  -0.25
O (-5.848, 4.027, 2.804)  0.04
C (-4.652, 3.514, 2.929)  -0.32
O (-4.509, 2.390, 3.441)  0.11
C (-3.432, 4.474, 2.578)  -0.57
F (-3.854, 5.643, 2.070)  0.16
F (-2.767, 4.642, 3.695)  0.20
F (-2.662, 3.936, 1.656)  0.19
H (-8.206, 1.783, 2.717)  0.07
H (-6.838, 1.975, 1.714)  0.08
H (-8.386, 3.047, 1.550)  0.07
H (-6.853, 2.932, 4.111)  0.12
H (-7.797, 4.217, 3.526)  0.13
C (-9.280, -9.502, 1.010)  -0.07
C (-9.586, -8.093, 1.373)  -0.25
O (-8.910, -7.151, 0.593)  0.00
C (-9.414, -5.872, 0.407)  -0.28
O (-10.524, -5.542, 0.783)  0.15
C (-8.282, -4.927, -0.137)  -0.56
F (-7.804, -4.089, 0.756)  0.19
F (-7.211, -5.634, -0.495)  0.16
F (-8.732, -4.292, -1.230)  0.16
H (-9.604, -9.762, 0.002)  0.08
H (-9.475, -10.309, 1.716)  0.09
H (-8.194, -9.563, 0.940)  0.08
H (-9.218, -7.949, 2.389)  0.13
H (-10.637, -7.803, 1.398)  0.12

## Properties
HOMO-LUMO gap: 9.67 eV
total charge: 0
highest occupied orbital energy: -10.267 eV